The following is a quantum chemistry calculation of a molecular structure, C3H6I2N at a distorted geometry, from the Open Molecules 2025 dataset.

Geometry (Å):
C1 -0.92 -0.41 -1.09
C2 -0.10 -0.55 0.18
C3 -2.31 0.05 -0.80
N1 0.85 0.60 0.78
I1 -3.77 -1.43 -0.32
I2 -2.49 1.91 0.20
H1 -0.43 0.30 -1.81
H2 -1.08 -1.36 -1.72
H3 -0.68 -0.92 1.03
H4 1.03 0.03 1.65
H5 0.23 1.40 0.92
H6 1.78 0.88 0.34

Computed properties:
Net charge = +1
HOMO level (spin up / spin down) = -12.092 / -13.201 eV

Charge distribution, Löwdin scheme, values in e: C -0.4537; C -0.0142; C -1.1821; N 0.1635; I 0.8444; I 0.8649; H 0.1278; H 0.1299; H 0.1013; H 0.1710; H 0.0512; H 0.1962

---

The following is a quantum chemistry calculation of a molecular structure, C3H6I2O at a distorted geometry, from the Open Molecules 2025 dataset.

Geometry (Å):
C1 0.19 -0.03 2.04
C2 -0.84 -0.29 -1.94
C3 0.75 0.32 0.68
O1 -0.90 -0.47 -0.58
I1 2.10 -1.01 -0.13
I2 0.65 2.26 -0.03
H1 -0.84 0.24 2.11
H2 0.83 0.70 2.63
H3 0.53 -1.09 2.47
H4 -1.21 -1.25 -2.50
H5 0.19 -0.07 -2.41
H6 -1.46 0.71 -2.34

Computed properties:
Net charge = 0
HOMO level (spin up / spin down) = -8.653 / -8.622 eV

Charge distribution, Löwdin scheme, values in e: C -0.2524; C -0.3853; C -1.2989; O -0.3990; I 0.9349; I 0.9096; H 0.0663; H 0.0834; H 0.1134; H 0.0950; H 0.0363; H 0.0967

---

The following is a quantum chemistry calculation of a single C3H6IN molecule at a distorted geometry, from the Open Molecules 2025 dataset.

Geometry (Å):
H1 1.76 -1.40 1.04
N1 1.07 -1.63 0.34
C1 0.17 -0.44 0.35
C2 -0.83 -0.23 -0.66
C3 0.33 0.79 1.19
I1 -1.46 1.08 2.34
H2 -0.74 -1.15 -1.39
H3 -1.84 -0.31 -0.22
H4 -0.83 0.73 -1.27
H5 1.16 1.07 1.85
H6 0.28 1.47 0.35

Computed properties:
Net charge = 0
Structure (SMILES) = [H]/N=C(/C)CI
HOMO level = -9.757 eV

Charge distribution, Löwdin scheme, values in e: H -0.0076; N 0.1069; C -0.4953; C -0.1645; C -0.5993; I 0.7923; H 0.1210; H 0.0438; H 0.1144; H 0.0504; H 0.0379

---

Calculated values (Ha) of calculated total energy for the records, taken in order: -767.64110; -788.37208; -470.27722.
Calculated values (kJ/mol) of energy above the lowest of the compared OMol25 structures with the same formula, charge and spin for the records, taken in order: 244.6; 410.6; 119.7.